DFT (ωB97M-V with the def2-TZVPD basis set) results for C5H5N5O2 in the gas phase.

Structure (XYZ):
```
17
Properties=species:S:1:pos:R:3:forces:R:3:nbo_charge:R:1
O -1.598 -2.799 1.936 0.5 1.1 -1.3 -0.566
O 2.414 -1.635 0.426 0.0 0.5 0.1 -0.553
N 1.080 0.974 -0.918 0.0 -1.4 0.1 -0.482
N -1.499 -0.876 0.658 -0.2 -0.2 0.0 -0.535
C -0.947 -1.995 1.275 -1.0 -1.6 2.0 0.759
C 1.231 -1.377 0.483 2.9 -0.6 -0.9 0.670
C 0.024 1.721 -0.863 3.1 -0.7 0.6 0.551
C -0.771 -0.182 -0.125 -1.0 -0.4 1.3 0.504
N 0.112 3.072 -0.964 -1.2 0.4 -0.4 -0.799
N 0.445 -2.114 1.323 -1.1 1.0 -1.0 -0.643
N -1.114 1.097 -0.447 -1.5 0.5 -0.1 -0.598
C 0.614 -0.440 -0.571 -1.0 1.9 0.7 -0.244
H 1.032 3.427 -1.186 -0.2 -0.2 -0.1 0.418
H -0.672 3.497 -1.455 0.5 0.2 0.2 0.392
H 0.838 -2.958 1.733 -0.1 0.4 0.0 0.444
H -1.749 1.605 0.162 -0.2 -0.3 -0.3 0.426
H 0.560 -1.016 -1.467 0.3 -0.6 -0.8 0.256
```
Positions in Å, forces in eV/Å.

## Properties
- largest force on an atom (eV/Å) = 3.256
- E_HOMO (eV) = -9.722
- frontier orbital gap (eV) = 9.8
- 2S+1 = 1
- total energy (eV) = -16812.0713
- relative energy (zero: lowest compared OMol25 entry of this formula, charge and spin) (kJ/mol) = 0.0
- SMILES = NC1=N[C@H]2C(=O)NC(=O)N=C2N1